# 1
Below is a 5-piece molecular cluster, C20H30O15 overall, with properties calculated with ωB97M-V/def2-TZVPD.

Geometry as XYZ:
```
65
C20H30O15 | the OMol25 dataset | ωB97M-V/def2-TZVPD
C 1.08273 -0.34520 -5.03108
C 1.20816 -1.60281 -5.84774
C 0.21451 -1.69539 -6.99767
O 1.00337 -2.22212 -8.08367
C 2.31008 -2.20232 -7.74517
O 3.18807 -2.64012 -8.41537
O 2.47736 -1.63102 -6.53192
H 0.83677 0.47114 -5.71022
H 1.92602 -0.05307 -4.40573
H 0.30049 -0.44983 -4.27126
H 1.19503 -2.52399 -5.25941
H -0.09987 -0.70300 -7.32678
H -0.63403 -2.34474 -6.81423
C 0.50062 3.08202 7.22291
C -0.99317 3.27185 7.23153
C -1.46366 4.55147 6.52440
O -2.00121 4.07866 5.29152
C -2.27900 2.75396 5.41872
O -2.99066 2.15923 4.68313
O -1.61446 2.22997 6.47055
H 1.02635 3.76084 7.89857
H 0.95545 3.11784 6.23130
H 0.79265 2.09715 7.60916
H -1.32898 3.26772 8.26829
H -0.62926 5.21803 6.31702
H -2.22281 5.08419 7.09684
C 6.56208 0.64847 -4.67264
C 6.40253 -0.66733 -3.93200
C 6.58896 -0.57562 -2.42933
O 5.34785 -1.10193 -1.89932
C 4.56906 -1.57868 -2.89065
O 3.59196 -2.23234 -2.72992
O 5.05680 -1.17032 -4.08939
H 7.61234 0.92933 -4.61778
H 5.88422 1.36333 -4.20838
H 6.29622 0.50005 -5.71645
H 6.99989 -1.43551 -4.42833
H 6.65421 0.45127 -2.06898
H 7.37822 -1.16619 -1.97227
C 0.83395 -0.87847 -0.81130
C -0.52319 -0.32664 -0.56407
C -1.58603 -1.40040 -0.23843
O -2.29074 -0.84219 0.87686
C -1.72938 0.31616 1.25491
O -2.18046 1.07452 2.04483
O -0.53656 0.48828 0.60955
H 1.18986 -1.54173 -0.02321
H 1.64558 -0.13666 -0.85220
H 0.99484 -1.28674 -1.81310
H -0.85890 0.29354 -1.40024
H -1.11002 -2.31327 0.11032
H -2.26433 -1.51622 -1.07711
C -5.15204 0.32417 2.48804
C -5.06659 -1.00556 3.18293
C -5.66322 -1.08422 4.59071
O -6.86139 -1.84801 4.42398
C -6.80346 -2.50889 3.23970
O -7.55970 -3.36534 2.92098
O -5.81336 -2.02017 2.47409
H -6.12139 0.82791 2.51357
H -4.92181 0.15567 1.43419
H -4.42139 1.00017 2.92320
H -4.03092 -1.33818 3.18819
H -5.88520 -0.13712 5.07402
H -4.98904 -1.62561 5.26132
```

Properties
electronic energy: -1908.755645 hartree
frontier orbital gap: 10.761 eV
net charge: 0
SMILES: C[C@H]1COC(=O)O1.C[C@H]1COC(=O)O1.C[C@H]1COC(=O)O1.C[C@H]1COC(=O)O1.C[C@H]1COC(=O)O1
energy above the lowest of the compared OMol25 structures with the same formula, charge and spin: 83.2 kJ/mol
multiplicity: 1
HOMO level: -10.42 eV

Results of the Mulliken charge analysis, in e, for atoms 1 through 2: atom 1 (C): -1.29, atom 2 (C): 0.54

---

# 2
Below is C20H31As2N2O3Rb as an isolated structure, with properties calculated with ωB97M-V/def2-TZVPD.

Geometry as XYZ:
```
59
C20H31As2N2O3Rb | the OMol25 dataset | ωB97M-V/def2-TZVPD
Rb 0.61175 1.60537 0.50450
N 3.24398 -1.04801 -0.25528
C 3.94432 -0.64226 0.97709
C 3.39183 0.66918 1.55149
O 3.18235 1.60197 0.71255
N 3.14763 0.64893 2.83351
C 2.67143 1.90120 3.43437
C 1.18281 2.27013 3.18816
O 0.92380 3.36314 2.63145
O 0.32532 1.38733 3.47550
H 3.91057 -1.25686 -0.98677
H 2.71630 -0.25421 -0.61504
H 5.01540 -0.49715 0.78293
H 3.84276 -1.41330 1.74240
H 3.27839 2.76211 3.13259
H 2.76347 1.76332 4.51908
C -1.64299 -1.08570 3.71803
As -0.35638 -1.20709 2.24021
C 1.11918 -2.05035 3.22210
C -1.03821 -2.88649 1.40941
C -1.35493 -4.01017 2.17668
C -1.78246 -5.18793 1.58881
C -1.89723 -5.26401 0.20587
C -1.59178 -4.15651 -0.56605
C -1.16502 -2.95822 0.01560
As -0.77537 -1.36921 -1.10720
C 0.36993 -2.24067 -2.44069
C -2.43654 -1.36467 -2.15023
H -1.56582 -1.95004 4.38127
H -2.65492 -1.02405 3.31631
H -1.39041 -0.16985 4.24970
H 0.72136 -2.75439 3.95671
H 1.71320 -1.25856 3.67666
H 1.73666 -2.57727 2.49377
H -1.25958 -3.95955 3.25652
H -2.02134 -6.05077 2.20220
H -2.22456 -6.18520 -0.26521
H -1.68596 -4.21732 -1.64518
H -0.15844 -3.05196 -2.94529
H 1.26041 -2.61222 -1.93554
H 0.62499 -1.45110 -3.14671
H -2.65987 -2.34945 -2.56559
H -2.26581 -0.62622 -2.93345
H -3.26183 -1.04177 -1.51536
C 0.19322 4.77727 -3.41318
C -1.04781 3.92484 -3.09984
C -2.10262 4.18235 -4.18648
C -1.62474 4.37340 -1.74889
C -0.68171 2.49532 -3.05500
C -0.34969 1.31238 -2.94143
H -0.06594 5.84151 -3.46275
H 0.62177 4.46987 -4.36859
H 0.95395 4.63450 -2.64534
H -2.36284 5.24673 -4.22670
H -3.00851 3.60913 -3.98183
H -1.72370 3.87566 -5.16300
H -1.90632 5.43269 -1.78179
H -0.89589 4.24141 -0.94849
H -2.50756 3.78277 -1.49858
```

Properties
electronic energy: -5611.513340 hartree
frontier orbital gap: 6.075 eV
net charge: -2
energy above the lowest of the compared OMol25 structures with the same formula, charge and spin: 12.4 kJ/mol
multiplicity: 1
HOMO level: -1.74 eV

Results of the Mulliken charge analysis, in e, for atoms 1 through 2: atom 1 (Rb): 0.69, atom 2 (N): -0.36

---

# 3
Below is C20H31Cl2N4O3Pr as an isolated structure, with properties calculated with ωB97M-V/def2-TZVPD.

Geometry as XYZ:
```
61
C20H31Cl2N4O3Pr | the OMol25 dataset | ωB97M-V/def2-TZVPD
O 0.54794 1.63317 -1.62323
C 0.33067 1.66054 -2.85465
C 1.15570 2.48422 -3.72738
C 1.80442 3.60162 -3.15901
H 1.69265 3.77300 -2.08324
C 2.57324 4.44536 -3.95749
H 3.02838 5.35404 -3.54413
C 2.75292 4.12938 -5.31622
H 3.33645 4.79417 -5.96109
C 2.17146 2.97264 -5.86239
H 2.33861 2.74395 -6.91531
C 1.38091 2.13851 -5.07598
H 0.92806 1.22091 -5.45530
H -0.43159 1.01730 -3.32080
C -2.82689 1.50333 -2.40417
C -2.26559 0.44511 -1.57926
H -3.81404 1.21896 -2.80991
H -2.15671 1.74554 -3.23563
H -2.89367 2.42571 -1.79896
C -2.80703 -0.54116 -0.89375
C -4.30656 -0.79829 -0.67641
H -2.17903 -1.28990 -0.39061
H -4.92560 -0.34760 -1.46376
H -4.65395 -0.39470 0.28581
H -4.52950 -1.86991 -0.65169
Pr 0.36395 0.28543 0.23131
Cl 0.22728 2.71768 1.31126
Cl 1.11391 -1.25439 -2.03512
C -2.00766 0.73990 2.65037
O -1.38005 -0.07527 1.92965
N -2.52569 0.42440 3.83342
C -2.21429 -0.84476 4.48169
C -3.47437 1.29958 4.50657
H -2.12830 1.79248 2.33246
H -1.50910 -1.40639 3.86915
H -3.13492 -1.41559 4.63031
H -1.79639 -0.64639 5.47264
H -3.64743 2.16977 3.86280
H -3.07201 1.61521 5.47675
H -4.41177 0.75490 4.67395
H 0.12307 -5.55467 1.84943
H 2.30953 -5.74880 0.36333
C -0.23922 -4.84410 1.10359
C 1.83069 -5.03008 -0.31152
N 0.88633 -4.20857 0.43492
H -0.84000 -4.07475 1.58846
C 1.01266 -2.88930 0.47152
O 0.16040 -2.11626 0.97188
H 2.58950 -4.36719 -0.74464
H 1.91705 -2.48624 -0.01367
H -0.85322 -5.39463 0.38621
H 1.32046 -5.57140 -1.11778
N 4.39517 0.87803 2.50560
C 4.08451 -0.25259 3.27484
C 2.93690 -0.76415 2.71121
N 2.52650 0.06006 1.65580
C 3.45363 1.01591 1.55006
H 5.16765 1.53102 2.65615
H 4.67687 -0.56987 4.11834
H 2.40233 -1.66690 2.97405
H 3.48479 1.83206 0.81957
```

Properties
electronic energy: -2662.903029 hartree
frontier orbital gap (spin up / spin down): 4.735 / 4.827 eV
net charge: 0
energy above the lowest of the compared OMol25 structures with the same formula, charge and spin: 0.0 kJ/mol
multiplicity: 3
HOMO level (spin up / spin down): -4.61 / -4.68 eV

Results of the Mulliken charge analysis, in e, for atoms 1 through 2: atom 1 (O): -0.07, atom 2 (C): -0.29

---

# 4
Below is a 8-piece molecular cluster, C20H31Cl4F3O18 overall, with properties calculated with ωB97M-V/def2-TZVPD.

Geometry as XYZ:
```
76
C20H31Cl4F3O18 | the OMol25 dataset | ωB97M-V/def2-TZVPD
C 0.82460 -6.29435 0.80089
O -0.17298 -5.37801 0.39832
C -1.29601 -5.25920 1.00708
O -1.59607 -5.83774 2.07100
O -1.97669 -4.44800 0.32149
C -3.33147 -4.11534 0.75963
H 1.58072 -6.36108 0.01862
H 0.37384 -7.27334 0.96374
H 1.33072 -5.93347 1.69628
H -3.69359 -3.28883 0.14820
H -3.28357 -3.66540 1.75127
H -4.03780 -4.94517 0.78387
C -5.01159 -1.65524 -5.73066
O -5.06992 -1.17442 -7.07913
C -3.99470 -0.65463 -7.60847
O -2.91463 -0.52643 -7.00935
O -4.33178 -0.01641 -8.71046
C -3.37519 0.77595 -9.36976
H -4.47742 -2.60525 -5.71486
H -6.02150 -1.92217 -5.41930
H -4.70093 -0.92574 -4.98273
H -3.76638 0.82643 -10.38588
H -2.38076 0.32960 -9.37001
H -3.34944 1.76393 -8.91005
C 2.39022 -1.48695 4.08117
O 1.00425 -1.79534 4.12047
C 0.44202 -2.21203 5.26022
O 1.02781 -2.24764 6.30083
O -0.73735 -2.67932 4.96775
C -1.46315 -3.47133 5.80357
H 2.88148 -2.44771 3.92714
H 2.70207 -0.98392 4.99648
H 2.65049 -0.89816 3.20157
H -1.32479 -3.08442 6.81315
H -1.08750 -4.49396 5.76855
H -2.51055 -3.46636 5.50181
C -1.32777 3.80484 6.42342
C -1.78208 3.19191 5.09170
O -2.76863 2.26085 5.47478
C -2.87854 2.13297 6.81962
O -3.57925 1.34193 7.43828
O -1.99590 2.94500 7.39893
F -0.77450 2.63075 4.46511
H -1.70284 4.82078 6.54708
H -0.24149 3.81180 6.51305
H -2.25941 3.95083 4.47177
C 1.22498 6.88200 1.48993
C 2.64091 6.82533 1.04724
O 3.15437 7.91730 1.74876
C 2.60740 7.96582 2.92727
O 2.99617 8.69104 3.88140
O 1.44228 7.27835 2.82036
F 2.75741 6.84371 -0.26963
H 0.73383 5.95046 1.20867
H 0.64444 7.67637 1.02083
H 3.11643 5.87783 1.30072
C 6.67690 1.43288 -2.75874
C 6.05986 2.49380 -3.65015
O 4.74785 1.98025 -3.80076
C 4.76834 0.59489 -3.54510
O 3.74572 -0.02056 -3.75912
O 5.99478 0.22464 -3.14354
F 6.56941 2.47331 -4.91242
H 6.54875 1.64786 -1.69786
H 7.73029 1.26245 -2.98107
H 6.09593 3.54067 -3.34867
C -0.36309 0.14454 -0.21946
Cl 0.65017 1.58876 -0.20929
Cl -1.83882 0.41267 -1.12136
H 0.18948 -0.59191 -0.80289
H -0.57432 -0.19410 0.79484
C 0.00432 -4.24150 -4.72045
Cl 0.76599 -5.18116 -5.93617
Cl -1.47538 -5.14107 -4.20208
H 0.74117 -4.11110 -3.92791
H -0.34761 -3.26376 -5.04950
```

Properties
electronic energy: -4275.319340 hartree
frontier orbital gap: 10.331 eV
net charge: 0
SMILES: O=C1OC[C@@H](F)O1.O=C1OC[C@@H](F)O1.O=C1OC[C@@H](F)O1.COC(=O)OC.COC(=O)OC.COC(=O)OC.ClCCl.ClCCl
energy above the lowest of the compared OMol25 structures with the same formula, charge and spin: 295.8 kJ/mol
multiplicity: 1
HOMO level: -10.50 eV

Results of the Mulliken charge analysis, in e, for atoms 1 through 2: atom 1 (C): -0.64, atom 2 (O): -0.29

---

# 5
Below is C20H31DyO3 as an isolated structure, with properties calculated with ωB97M-V/def2-TZVPD.

Geometry as XYZ:
```
55
C20H31DyO3 | the OMol25 dataset | ωB97M-V/def2-TZVPD
O -1.48019 -0.19158 -0.32506
C -1.97986 -0.64649 1.04755
C -3.44193 -0.58511 0.63771
H -1.69014 0.09130 1.80730
H -1.59318 -1.65156 1.24937
C -2.93267 -0.11941 -0.74638
H -4.00926 0.14599 1.21006
H -3.93667 -1.56356 0.62387
C -3.31113 1.28425 -1.18842
H -3.00702 2.04642 -0.45604
H -4.40121 1.32734 -1.32123
H -2.84163 1.49776 -2.16039
C -3.21499 -1.13034 -1.84137
H -2.81648 -2.12234 -1.59417
H -2.76709 -0.79031 -2.78439
H -4.30082 -1.20338 -1.98057
Dy 0.42890 0.15888 -1.10480
C 2.71973 -1.72861 -2.30224
C 3.08847 -1.87431 -0.93732
C 1.96223 -2.37767 -0.21703
H 4.08678 -1.69513 -0.51801
C 0.88821 -2.56748 -1.16278
C 1.37152 -2.18332 -2.45362
H 0.83756 -2.32915 -3.39418
H 3.37809 -1.38262 -3.10232
H 1.95054 -2.67481 0.83901
H -0.07878 -3.04133 -0.95750
C 2.11718 1.57878 -2.79083
C 1.23094 0.87709 -3.65120
C -0.08664 1.36697 -3.43428
H 1.50868 0.13748 -4.39834
C -0.03489 2.34133 -2.37376
C 1.34690 2.46758 -1.98771
H 1.72628 3.18950 -1.26786
H 3.21371 1.50592 -2.79619
H -0.95942 1.14271 -4.05457
H -0.86964 2.93867 -2.00626
O -0.51086 1.51164 3.74455
C 0.53196 1.16181 2.81616
C 0.84554 -0.36666 2.94897
H 1.44662 1.76206 3.02472
H 0.13371 1.41383 1.81985
C 0.13914 -0.77098 4.26442
H 1.91511 -0.56468 2.92134
H 0.39882 -0.91170 2.10958
C -0.42138 0.56528 4.83091
H 0.76600 -1.33564 4.97048
H -0.72024 -1.41635 3.99789
H 0.25836 0.99663 5.58626
H -1.41831 0.44094 5.28276
C 2.95073 1.05970 0.73433
O 1.61368 0.82890 0.39218
H 3.06141 1.87867 1.47628
H 3.48549 1.34420 -0.18136
H 3.42212 0.16290 1.15459
```

Properties
electronic energy: -1891.389084 hartree
frontier orbital gap (spin up / spin down): 7.186 / 7.256 eV
net charge: 0
energy above the lowest of the compared OMol25 structures with the same formula, charge and spin: 0.0 kJ/mol
multiplicity: 6
HOMO level (spin up / spin down): -6.97 / -7.03 eV

Results of the Mulliken charge analysis, in e, for atoms 1 through 2: atom 1 (O): 0.00, atom 2 (C): -0.05

---

# 6
Below is C20H31GeI2N2O4SiTa as an isolated structure, with properties calculated with ωB97M-V/def2-TZVPD.

Geometry as XYZ:
```
62
C20H31GeI2N2O4SiTa | the OMol25 dataset | ωB97M-V/def2-TZVPD
Ta 0.31265 -0.70894 0.30664
I 6.64131 3.20206 -1.75852
C 5.14402 1.85284 -1.25191
C 4.93489 0.72523 -2.03423
C 3.92917 -0.17752 -1.70749
I 3.63894 -1.89933 -2.83076
C 3.14434 0.07443 -0.59477
O 2.10993 -0.75538 -0.24433
C 3.36605 1.18118 0.21663
C 2.58981 1.30304 1.49459
N 1.10407 1.21484 1.30551
C 0.41882 1.31596 2.61459
C 0.43083 -0.03513 3.27312
C 0.43598 -0.19414 4.64121
C 0.42965 -1.47481 5.17749
C 0.43182 -2.56851 4.32488
C 0.42874 -2.35114 2.96556
N 0.42185 -1.10665 2.44334
C 4.36748 2.07749 -0.11969
H 5.55585 0.54194 -2.90025
H 2.82182 2.24738 1.98906
H 2.86355 0.49372 2.17725
H 0.81743 2.00957 0.73325
H -0.61025 1.63189 2.44573
H 0.90096 2.05610 3.25456
H 0.45244 0.67784 5.28082
H 0.43503 -1.61533 6.25027
H 0.44034 -3.58071 4.70198
H 0.43558 -3.17434 2.26491
H 4.55763 2.94099 0.50491
O -0.24243 -2.58209 0.27828
O -0.14305 -2.14704 -1.11232
C -2.70295 -0.04622 -3.88647
Ge -1.03607 -0.91169 -3.39962
C 0.24883 0.38595 -2.64148
C -0.18925 -1.91071 -4.82230
C -1.39583 -2.17194 -1.86179
H -2.58544 0.44083 -4.85431
H -2.99004 0.71158 -3.15831
H -3.50786 -0.77555 -3.97713
H 0.28201 1.25877 -3.29735
H 1.25458 -0.03180 -2.61826
H -0.02559 0.81876 -1.66293
H 0.12568 -1.22985 -5.61306
H -0.88152 -2.63451 -5.25053
H 0.68871 -2.43751 -4.45097
H -1.56227 -3.20622 -2.15335
H -2.20008 -1.82662 -1.21501
C -2.92857 2.53353 0.12321
Si -2.91241 0.76508 0.66679
C -4.11832 -0.29081 -0.25340
C -3.13248 0.52582 2.49986
O -1.30653 0.21042 0.33444
H -3.88740 2.99381 0.37331
H -2.80114 2.61696 -0.95817
H -2.15194 3.13236 0.60474
H -5.11922 0.07594 -0.00647
H -4.08820 -1.33762 0.05666
H -4.01348 -0.23793 -1.33696
H -4.19347 0.61801 2.74463
H -2.61187 1.26188 3.11481
H -2.82312 -0.47616 2.80911
```

Properties
electronic energy: -4209.609688 hartree
frontier orbital gap: 6.604 eV
net charge: +2
energy above the lowest of the compared OMol25 structures with the same formula, charge and spin: 150.6 kJ/mol
multiplicity: 1
HOMO level: -13.39 eV

Results of the Mulliken charge analysis, in e, for atoms 1 through 2: atom 1 (Ta): 1.32, atom 2 (I): 0.19